The molecule C21H35N3OS, computed with wB97M-V/def2-TZVPD.

The geometry in XYZ format:
```
61
Properties=species:S:1:pos:R:3:forces:R:3
C 7.738 1.475 -0.085 0.1 0.2 -0.1
O 7.061 0.349 0.415 -0.2 -0.2 0.1
C 5.714 0.260 0.213 -0.1 -0.1 0.0
C 5.092 -0.868 0.750 0.3 0.2 -0.1
C 3.734 -1.047 0.610 -0.1 0.2 -0.1
C 2.957 -0.108 -0.068 0.6 0.2 0.0
N 1.589 -0.370 -0.211 -0.6 -0.6 -0.1
C 0.557 0.524 -0.267 -0.1 0.1 0.0
S 0.781 2.133 0.066 0.1 0.7 0.2
N -0.660 0.019 -0.596 0.3 0.0 -0.1
C -0.821 -1.368 -0.978 -0.1 -0.3 0.1
C -1.071 -2.307 0.214 0.3 -0.2 -0.3
C -0.761 -3.774 -0.102 -0.3 0.0 0.2
C -0.881 -4.614 1.169 0.2 0.1 -0.2
C -1.693 -4.319 -1.181 0.3 0.1 0.1
C -1.828 0.883 -0.429 -0.3 0.2 0.2
C -3.013 0.538 -1.321 0.1 0.2 0.0
C -4.115 1.595 -1.102 0.1 -0.1 -0.1
N -4.538 1.741 0.268 0.0 0.1 0.1
C -5.663 0.964 0.750 -0.3 0.0 -0.1
C -5.596 -0.556 0.532 0.0 0.3 0.2
C -6.960 1.513 0.145 0.2 -0.1 0.3
C -3.421 1.962 1.154 0.2 -0.2 0.1
C -2.299 0.921 1.028 0.0 0.3 -0.1
C 3.582 0.998 -0.627 -0.1 -0.2 0.0
C 4.945 1.185 -0.482 0.3 0.0 0.1
H 7.349 2.403 0.347 0.0 0.0 0.0
H 8.778 1.349 0.209 -0.1 0.1 0.0
H 7.676 1.531 -1.177 0.0 0.0 0.0
H 5.696 -1.589 1.277 0.1 -0.1 0.1
H 3.266 -1.926 1.034 -0.1 -0.1 0.1
H 1.347 -1.327 0.000 0.0 0.1 -0.2
H 0.072 -1.685 -1.527 -0.1 0.0 0.0
H -1.654 -1.431 -1.677 0.1 0.0 0.0
H -0.459 -1.985 1.061 0.0 0.1 0.1
H -2.114 -2.227 0.526 -0.1 0.0 0.1
H 0.271 -3.845 -0.467 0.0 0.0 0.0
H -0.636 -5.653 0.963 0.0 -0.1 0.0
H -1.897 -4.573 1.555 -0.1 0.0 0.1
H -0.206 -4.251 1.940 0.0 0.0 0.1
H -2.731 -4.218 -0.871 -0.2 0.0 0.0
H -1.559 -3.789 -2.121 -0.1 0.0 -0.2
H -1.491 -5.373 -1.355 0.0 -0.1 -0.1
H -1.487 1.892 -0.693 -0.1 -0.2 0.0
H -3.411 -0.445 -1.071 0.0 -0.1 -0.1
H -2.719 0.547 -2.373 0.0 -0.1 -0.1
H -4.979 1.355 -1.721 0.0 0.1 -0.1
H -3.724 2.566 -1.432 0.0 0.0 -0.1
H -5.703 1.144 1.831 0.0 0.0 -0.1
H -4.699 -0.976 0.979 0.1 -0.1 0.0
H -6.458 -1.025 1.002 -0.1 -0.1 0.0
H -5.616 -0.798 -0.528 0.0 -0.1 -0.1
H -7.039 1.264 -0.910 0.0 0.0 -0.2
H -6.982 2.594 0.247 0.0 0.1 0.0
H -7.820 1.092 0.659 -0.2 -0.1 0.0
H -3.783 1.999 2.183 0.0 0.1 0.0
H -2.996 2.943 0.910 0.1 0.0 0.1
H -1.468 1.209 1.674 0.1 0.0 0.0
H -2.654 -0.062 1.339 0.0 -0.1 0.0
H 3.005 1.723 -1.175 0.0 0.0 0.0
H 5.392 2.061 -0.924 0.1 0.1 0.0
```
Forces are in eV/Å.

## Properties
LUMO = 0.7 eV
E = -39698.241 eV
M = 377.598 g mol⁻¹
orbital gap = 8.238 eV
energy relative to the best compared isomer or geometry (same formula, charge and spin) = 60.8 kcal/mol
HOMO energy = -7.59 eV

A structure of composition C21H35N4O2PtS3, computed with wB97M-V/def2-TZVPD.

The geometry in XYZ format:
```
66
Properties=species:S:1:pos:R:3:forces:R:3
Pt -0.136 -0.212 -1.160 -0.2 0.4 0.0
C 5.641 -1.437 -1.534 0.0 0.0 0.0
C 5.055 -0.123 -1.038 0.0 0.0 0.1
N 4.198 -0.288 0.140 0.1 0.0 0.2
C 4.875 -0.497 1.436 0.0 -0.2 -0.1
C 4.950 -1.954 1.874 0.0 0.0 0.0
C 2.866 -0.272 0.091 0.1 -0.3 -0.1
S 2.110 0.099 -1.423 -0.1 0.7 0.0
N 2.234 -0.530 1.243 0.0 0.5 -0.1
C 0.983 -0.882 1.378 -0.2 -0.3 0.1
O 0.135 -1.249 0.478 0.4 -0.5 0.3
C 0.461 -0.963 2.771 0.0 -0.2 -0.1
C 1.321 -0.879 3.863 0.0 0.0 0.0
C 0.816 -0.961 5.151 0.0 0.0 0.0
C -0.549 -1.124 5.353 0.0 0.0 0.0
C -1.409 -1.218 4.266 0.0 0.0 0.0
C -0.905 -1.143 2.977 0.0 0.0 0.0
H 6.190 -1.261 -2.459 0.0 0.0 0.0
H 4.849 -2.160 -1.737 0.0 0.0 0.0
H 6.334 -1.869 -0.812 0.0 0.0 0.0
H 4.476 0.340 -1.830 0.0 0.1 0.0
H 5.853 0.570 -0.767 0.0 0.0 0.0
H 4.340 0.082 2.184 0.0 0.1 0.0
H 5.876 -0.079 1.328 0.0 0.0 0.0
H 3.949 -2.381 1.955 0.0 0.0 0.0
H 5.429 -2.013 2.854 0.0 0.0 0.0
H 5.530 -2.559 1.178 0.0 0.0 0.0
H 2.382 -0.757 3.690 0.0 0.0 0.0
H 1.485 -0.902 5.999 0.0 0.0 0.0
H -0.943 -1.177 6.360 0.0 0.0 0.0
H -2.472 -1.351 4.427 0.0 0.0 0.0
H -1.558 -1.225 2.119 0.0 0.0 0.0
O -1.040 1.619 -1.982 -0.3 -0.4 -0.6
S -0.852 3.133 -1.931 0.5 -0.3 0.0
C 0.177 3.470 -0.487 0.0 0.2 0.1
C 1.205 4.490 -0.957 0.0 0.0 -0.1
C 1.722 3.942 -2.288 0.0 0.0 0.0
C 0.486 3.542 -3.097 0.1 0.0 0.0
H 0.631 2.505 -0.242 0.0 0.0 0.0
H -0.456 3.802 0.334 0.0 0.0 0.0
H 2.000 4.620 -0.224 0.0 0.0 0.0
H 0.731 5.465 -1.102 0.0 0.0 0.0
H 2.346 3.066 -2.106 -0.1 0.0 0.0
H 2.325 4.674 -2.823 0.0 0.0 0.0
H 0.618 2.647 -3.705 0.0 0.0 0.0
H 0.119 4.348 -3.731 0.0 0.0 0.0
C -5.789 1.176 -0.663 0.0 0.0 0.0
C -4.947 1.085 -1.932 0.0 0.0 0.1
N -3.684 0.381 -1.743 0.0 0.2 0.0
C -3.531 -0.937 -1.745 0.1 -0.1 0.0
S -1.973 -1.659 -1.597 -0.2 0.2 0.3
N -4.608 -1.711 -1.890 0.0 -0.2 0.1
C -4.615 -3.177 -1.797 0.0 0.1 0.1
C -4.863 -3.660 -0.378 0.0 0.0 0.0
H -6.708 1.729 -0.864 0.0 0.0 0.0
H -5.240 1.698 0.122 0.0 0.0 0.0
H -6.066 0.193 -0.277 0.0 0.0 0.0
H -4.692 2.089 -2.269 0.0 0.0 -0.1
H -5.509 0.616 -2.744 0.0 0.0 0.0
H -2.827 0.920 -1.699 0.0 0.0 -0.1
H -5.508 -1.262 -1.836 0.0 0.0 -0.1
H -3.660 -3.540 -2.166 0.0 0.0 -0.1
H -5.391 -3.533 -2.473 0.0 0.0 0.0
H -4.068 -3.314 0.285 0.0 0.0 0.0
H -4.885 -4.750 -0.350 0.0 0.1 0.0
H -5.819 -3.291 0.001 0.0 0.0 0.0
```
Forces are in eV/Å.

## Properties
charge = +1
LUMO = -3.0 eV
E = -68148.796 eV
M = 666.816 g mol⁻¹
orbital gap = 7.666 eV
energy relative to the best compared isomer or geometry (same formula, charge and spin) = 14.3 kcal/mol
HOMO energy = -10.71 eV

A structure of composition C21H35NOSSb2SiTi, computed with wB97M-V/def2-TZVPD.

The geometry in XYZ format:
```
63
Properties=species:S:1:pos:R:3:forces:R:3
Ti -0.210 0.778 -0.966 0.3 0.0 0.5
C 1.872 0.350 -2.407 0.0 0.1 -0.1
Sb 2.628 0.823 -0.326 -0.3 0.8 -0.2
C 1.472 0.070 1.413 0.0 0.0 0.0
C 3.871 -1.003 -0.461 0.3 -0.6 0.0
C 3.755 -1.944 0.684 0.0 -0.2 0.0
C 4.480 -1.694 1.852 0.0 0.0 0.0
C 4.336 -2.466 2.991 0.0 0.0 0.0
C 3.456 -3.540 2.986 0.0 0.0 0.0
C 2.753 -3.827 1.826 0.0 0.0 0.0
C 2.883 -3.054 0.672 0.0 0.1 -0.1
C 2.054 -3.417 -0.521 0.1 -0.2 0.1
Sb 0.259 -2.227 -0.807 -0.1 0.2 -0.1
C -0.868 -3.077 0.782 -0.1 -0.1 0.0
C -0.482 -3.453 -2.382 0.0 -0.1 0.0
H 2.447 1.042 -3.025 0.1 0.0 0.0
H 0.824 0.595 -2.681 0.3 -0.1 -0.3
H 2.049 -0.677 -2.715 0.1 0.0 0.0
H 1.915 0.677 2.208 0.0 0.0 0.0
H 1.655 -0.983 1.627 0.0 0.0 0.0
H 0.397 0.259 1.437 0.0 0.0 -0.1
H 4.895 -0.627 -0.530 -0.1 0.0 0.0
H 3.637 -1.483 -1.410 0.0 0.0 0.0
H 5.165 -0.852 1.862 0.0 0.0 0.0
H 4.907 -2.229 3.880 0.0 0.0 0.0
H 3.325 -4.152 3.869 0.0 0.0 0.0
H 2.074 -4.674 1.807 0.0 0.0 0.0
H 1.698 -4.446 -0.423 0.0 0.0 0.0
H 2.610 -3.351 -1.458 0.0 0.0 0.0
H -0.965 -4.154 0.638 0.0 0.0 0.0
H -1.853 -2.612 0.799 0.0 0.0 0.0
H -0.367 -2.875 1.729 0.0 0.0 0.0
H -0.320 -4.505 -2.144 0.0 0.0 0.0
H 0.020 -3.209 -3.318 0.0 0.0 0.0
H -1.545 -3.245 -2.499 0.0 0.0 0.0
O -1.510 0.560 0.380 -0.5 0.0 0.5
N -2.863 0.530 0.123 0.2 0.1 0.0
C -3.689 0.558 1.237 -0.1 -0.1 -0.1
C -4.994 0.186 1.111 0.0 0.0 0.1
C -5.501 -0.262 -0.121 0.1 0.0 0.0
C -4.603 -0.328 -1.219 -0.1 0.0 -0.1
C -3.293 0.040 -1.106 0.1 0.0 0.0
S -2.094 0.006 -2.390 -0.3 -0.2 -0.1
H -3.223 0.934 2.133 0.0 0.0 0.0
H -5.630 0.258 1.986 0.0 0.0 0.0
H -6.532 -0.565 -0.231 0.0 0.0 0.0
H -4.942 -0.657 -2.193 0.0 0.0 0.0
C -0.436 3.745 1.434 0.1 0.0 0.1
Si -0.913 4.040 -0.371 0.0 -0.1 -0.1
C -0.391 5.819 -0.740 0.0 0.1 0.0
C -2.783 3.954 -0.514 0.0 0.1 0.0
C -0.156 2.855 -1.558 0.3 0.1 -0.1
H -1.252 4.039 2.101 0.0 0.0 0.0
H 0.445 4.333 1.708 0.0 0.0 0.0
H -0.216 2.694 1.630 0.0 0.0 0.0
H -0.912 6.537 -0.098 0.0 0.0 0.0
H -0.604 6.078 -1.780 0.0 0.0 0.0
H 0.683 5.942 -0.576 0.0 0.0 0.0
H -3.268 4.584 0.237 0.0 0.0 0.0
H -3.138 2.931 -0.380 0.0 0.0 0.0
H -3.106 4.289 -1.503 0.0 0.0 0.0
H 0.853 3.206 -1.814 0.0 0.0 0.0
H -0.758 2.878 -2.477 0.0 0.1 0.0
```
Forces are in eV/Å.

## Properties
charge = -1
LUMO (spin up / spin down) = 2.7 / 2.6 eV
E = -80784.031 eV
M = 669.057 g mol⁻¹
orbital gap (spin up / spin down) = 4.450 / 7.106 eV
energy relative to the best compared isomer or geometry (same formula, charge and spin) = 9.5 kcal/mol
HOMO energy (spin up / spin down) = -1.78 / -4.48 eV
2S+1 = 4

A structure of composition C21H36As3ErN2O2S2, computed with wB97M-V/def2-TZVPD.

The geometry in XYZ format:
```
67
Properties=species:S:1:pos:R:3:forces:R:3
Er -1.124 -1.207 0.643 -0.8 -1.1 -0.5
C 1.002 -1.260 -0.751 1.4 -1.3 -0.9
As 1.431 0.121 0.602 2.6 -0.3 -0.2
C 3.365 -0.568 0.757 -0.4 -0.2 1.3
C 1.734 1.606 -0.740 0.0 -2.4 1.1
C 1.510 2.961 -0.172 -1.3 1.0 -1.2
C 1.701 3.863 -1.424 2.0 1.8 0.5
C 0.005 3.223 0.280 1.0 -1.0 -0.1
As -1.292 1.768 0.734 -0.6 2.2 0.0
C -1.606 1.178 -1.122 0.1 0.6 -1.0
C -2.789 3.184 1.001 -0.4 -1.7 -0.7
C 2.394 3.319 0.983 1.5 0.5 2.6
As 4.420 3.503 1.229 -0.1 0.5 -1.5
C 4.860 5.315 0.497 -0.4 0.6 0.1
C 4.954 2.841 -0.511 1.1 -2.0 -1.0
H 0.285 -0.920 -1.499 -0.2 -0.4 -0.1
H 0.865 -2.352 -0.425 -0.2 1.4 -0.2
H 1.965 -1.329 -1.309 -0.8 0.1 0.2
H 3.841 -0.923 -0.186 -0.7 0.5 0.5
H 3.233 -1.449 1.442 0.4 0.8 -0.6
H 4.020 0.194 1.259 -0.8 -0.7 -0.4
H 1.004 1.329 -1.519 0.7 0.4 -0.1
H 2.801 1.387 -0.967 -0.9 0.4 -0.4
H 0.867 3.906 -2.094 -0.7 -0.4 -0.3
H 2.608 3.620 -2.063 -1.1 0.2 1.0
H 1.834 4.917 -1.046 0.0 -0.9 -0.5
H -0.478 3.784 -0.500 -0.6 0.0 -0.4
H -0.001 3.869 1.134 0.1 0.3 0.6
H -1.165 1.863 -1.888 -0.6 -0.1 0.8
H -2.656 1.002 -1.306 -0.4 0.3 -0.1
H -1.186 0.240 -1.453 0.3 -0.5 0.2
H -3.606 2.747 1.620 0.8 0.6 -0.1
H -3.210 3.270 -0.011 0.2 0.3 0.3
H -2.415 4.157 1.345 0.0 -0.6 0.1
H 2.267 2.642 1.878 -0.5 0.2 -0.9
H 2.173 4.311 1.429 -0.5 -0.4 -0.5
H 5.960 5.335 0.321 -0.8 -0.1 0.3
H 4.589 6.103 1.234 0.3 -0.4 -0.6
H 4.366 5.505 -0.492 0.3 -0.2 1.0
H 5.002 1.732 -0.583 0.2 0.4 0.4
H 5.993 3.177 -0.707 -0.7 -0.1 0.0
H 4.309 3.062 -1.366 0.2 0.7 0.4
O -3.415 -0.777 1.127 1.3 1.1 0.9
C -4.518 -1.391 0.530 -1.2 -0.6 1.3
C -5.769 -1.018 0.989 0.9 1.8 -0.7
C -6.867 -1.719 0.644 -1.9 -1.6 -0.1
C -6.740 -2.998 0.080 2.0 0.4 -1.2
C -5.474 -3.333 -0.441 -0.3 -0.2 0.1
C -4.358 -2.524 -0.221 1.4 -0.8 -0.7
C -2.891 -2.812 -0.543 -0.8 -1.1 -0.1
O -2.247 -1.764 -1.069 0.5 -0.7 1.2
N -2.346 -3.933 -0.077 -0.9 2.0 0.0
N -1.011 -3.733 0.281 1.4 -1.0 1.9
C -0.296 -4.836 0.598 -1.0 1.0 -3.5
S 1.170 -4.726 1.464 0.6 0.2 -0.1
C 2.136 -6.046 0.585 0.0 1.2 -1.3
C 1.261 -6.820 -0.411 -1.2 -0.4 0.6
S -0.533 -6.348 -0.360 0.3 0.8 0.9
H -3.694 -0.206 1.886 0.0 -0.7 -0.9
H -5.885 -0.015 1.384 0.0 0.0 0.4
H -7.860 -1.307 0.812 0.2 -0.2 0.3
H -7.511 -3.712 -0.125 -0.7 0.2 0.1
H -5.321 -4.237 -1.038 -0.2 0.2 0.4
H 2.539 -6.613 1.386 0.4 -0.8 0.5
H 2.964 -5.589 -0.038 -0.9 -0.2 1.2
H 1.244 -7.899 -0.285 0.3 0.0 0.5
H 1.591 -6.670 -1.415 0.2 0.4 -0.6
```
Forces are in eV/Å.

## Properties
charge = +2
LUMO (spin up / spin down) = -6.4 / -6.3 eV
E = -261226.231 eV
M = 804.691 g mol⁻¹
orbital gap (spin up / spin down) = 6.923 / 6.999 eV
energy relative to the best compared isomer or geometry (same formula, charge and spin) = 72.1 kcal/mol
HOMO energy (spin up / spin down) = -13.33 / -13.33 eV
2S+1 = 4